(1)
ORCA calculation (ωB97M-V/def2-TZVPD) on C4H10N2O in the gas phase.

The SMILES is CN(C)C(=O)CN. The calculation puts the gap between HOMO and LUMO at 10.03 eV. As for the LUMO energy: 0.8789 eV. As for the HOMO energy: -9.155 eV.

ORCA input file:
```
! RIJCOSX wB97M-V def2-TZVPD def2/J DEFGRID3
* xyz 0 1
C -0.491 -2.200 -0.001
N -0.198 -0.801 0.415
C 0.805 -0.577 1.405
C -0.612 0.168 -0.447
O -1.631 0.092 -1.099
C 0.297 1.390 -0.686
N -0.439 2.626 -0.598
H -1.385 -2.154 -0.600
H 0.302 -2.477 -0.711
H -0.415 -2.809 0.889
H 0.719 0.436 1.776
H 1.830 -0.798 1.036
H 0.794 -1.296 2.227
H 1.104 1.332 0.049
H 0.828 1.267 -1.640
H -1.427 2.501 -0.767
H -0.082 3.299 -1.248
*
```

(2)
ORCA calculation (ωB97M-V/def2-TZVPD) on C4H10N2O in the gas phase.

The calculation puts the gap between HOMO and LUMO (spin up / spin down) at 9.05 / 6.92 eV. As for the LUMO energy (spin up / spin down): -0.1539 / -2.1583 eV. As for the HOMO energy (spin up / spin down): -9.208 / -9.076 eV.

ORCA input file:
```
! RIJCOSX wB97M-V def2-TZVPD def2/J DEFGRID3
* xyz 0 1
C -0.257 0.677 -2.684
N 0.422 0.104 -1.571
C -0.198 0.367 -0.328
O -0.296 1.645 -0.127
N 0.340 -0.434 0.750
C 1.120 0.309 1.728
C -0.535 -1.424 1.347
H -1.240 1.106 -2.447
H 0.390 1.492 -3.041
H -0.298 -0.051 -3.504
H -1.176 -0.193 -0.583
H 0.494 0.820 2.473
H 1.715 1.065 1.211
H 1.785 -0.389 2.250
H -0.942 -2.084 0.575
H 0.047 -2.036 2.044
H -1.371 -0.975 1.908
*
```

(3)
ORCA calculation (ωB97M-V/def2-TZVPD) on a molecular structure, C4H10N2O.

The calculation puts the gap between HOMO and LUMO at 9.87 eV. As for the LUMO energy: 0.7001 eV. As for the HOMO energy: -9.171 eV.

ORCA input file:
```
! RIJCOSX wB97M-V def2-TZVPD def2/J DEFGRID3
* xyz 0 1
C -0.852 0.512 -1.702
C -0.958 0.189 -0.234
C 0.347 0.064 0.655
C 1.088 -1.252 0.409
N 2.012 -1.620 1.410
O 0.842 -1.916 -0.557
N -1.446 1.882 0.015
H -0.164 1.368 -1.786
H -1.916 0.924 -1.832
H -0.569 -0.288 -2.373
H -1.589 -0.744 -0.141
H 1.193 0.728 0.352
H 0.133 0.340 1.691
H 2.780 -2.256 1.142
H 2.268 -0.761 1.907
H -1.997 0.807 0.052
H -1.172 2.023 0.992
*
```

(4)
ORCA calculation (ωB97M-V/def2-TZVPD) on C4H10N2O in the gas phase.

The SMILES is CN[C@@](C)(N)C=O. The calculation puts the gap between HOMO and LUMO at 9.45 eV. As for the LUMO energy: 0.9235 eV. As for the HOMO energy: -8.523 eV.

ORCA input file:
```
! RIJCOSX wB97M-V def2-TZVPD def2/J DEFGRID3
* xyz 0 1
C -1.122 -0.642 1.553
N 0.112 -0.760 0.806
C 0.162 -0.013 -0.443
C 1.161 -0.636 -1.399
N -1.114 0.258 -1.035
C 0.718 1.214 0.399
O -0.034 2.132 0.714
H -1.938 -1.013 0.932
H -1.335 0.405 1.823
H -1.033 -1.233 2.462
H 0.913 -0.080 1.404
H 0.760 -1.573 -1.784
H 2.098 -0.852 -0.889
H 1.368 0.044 -2.225
H -1.506 1.100 -0.618
H -1.028 0.389 -2.034
H 1.818 1.261 0.337
*
```

(5)
ORCA calculation (ωB97M-V/def2-TZVPD) on C4H10N2O in the gas phase.

The SMILES is CCCNC(N)=O. The calculation puts the gap between HOMO and LUMO at 10.39 eV. As for the LUMO energy: 0.8347 eV. As for the HOMO energy: -9.554 eV.

ORCA input file:
```
! RIJCOSX wB97M-V def2-TZVPD def2/J DEFGRID3
* xyz 0 1
C -0.430 0.703 2.440
C 0.782 -0.229 2.120
C 0.552 -0.825 0.698
N 0.705 0.129 -0.402
C -0.155 0.256 -1.473
N -1.226 -0.711 -1.365
O -0.116 0.947 -2.524
H -0.652 0.691 3.502
H -1.261 0.268 1.836
H -0.225 1.693 2.084
H 1.927 0.135 2.417
H 0.758 -1.201 2.563
H -0.547 -0.976 0.728
H 1.106 -1.810 0.515
H 1.624 0.435 -0.496
H -0.807 -1.600 -1.143
H -1.839 -0.564 -2.151
*
```

(6)
ORCA calculation (ωB97M-V/def2-TZVPD) on C4H10N2O in the gas phase.

The SMILES is [H]/N=C(/CCN)OC. The calculation puts the gap between HOMO and LUMO at 9.58 eV. As for the LUMO energy: 0.7003 eV. As for the HOMO energy: -8.875 eV.

ORCA input file:
```
! RIJCOSX wB97M-V def2-TZVPD def2/J DEFGRID3
* xyz 0 1
H -1.239 -1.548 -1.736
N -0.996 -0.584 -1.475
C -0.304 -0.672 -0.391
C 0.281 0.507 0.346
C -0.009 1.942 -0.130
N -0.739 2.142 -1.374
O -0.097 -1.916 0.072
C 0.679 -2.150 1.256
H 1.370 0.372 0.344
H -0.056 0.439 1.387
H 0.947 2.472 -0.216
H -0.554 2.467 0.664
H -1.628 1.635 -1.303
H -0.275 1.600 -2.110
H 0.192 -1.703 2.126
H 0.732 -3.231 1.410
H 1.697 -1.772 1.130
*
```

(7)
ORCA calculation (ωB97M-V/def2-TZVPD) on C4H10N2O in the gas phase.

The SMILES is CCCNC(N)=O. The calculation puts the gap between HOMO and LUMO at 10.38 eV. As for the LUMO energy: 0.9707 eV. As for the HOMO energy: -9.404 eV.

ORCA input file:
```
! RIJCOSX wB97M-V def2-TZVPD def2/J DEFGRID3
* xyz 0 1
C -1.624 -0.325 2.870
C -1.420 -0.761 1.400
C -0.443 0.150 0.740
N 0.122 -0.429 -0.513
C 0.861 0.265 -1.468
N 2.152 0.502 -1.112
O 0.354 0.645 -2.505
H -1.196 -0.994 3.608
H -1.165 0.642 3.003
H -2.670 -0.177 3.115
H -2.351 -1.035 0.900
H -1.024 -1.781 1.426
H -0.730 1.177 0.550
H 0.434 0.331 1.368
H -0.732 -0.641 -1.018
H 2.630 -0.108 -0.483
H 2.618 1.053 -1.761
*
```

(8)
ORCA calculation (ωB97M-V/def2-TZVPD) on C4H10N2O in the gas phase.

The SMILES is NCCNCC=O. The calculation puts the gap between HOMO and LUMO at 10.01 eV. As for the LUMO energy: 0.8871 eV. As for the HOMO energy: -9.124 eV.

ORCA input file:
```
! RIJCOSX wB97M-V def2-TZVPD def2/J DEFGRID3
* xyz 0 1
N -0.222 -1.965 1.481
C -1.282 -0.984 1.079
C -0.939 -0.163 -0.133
N 0.322 0.542 0.040
C 0.701 1.395 -1.104
C 2.106 1.117 -1.584
O 2.732 1.835 -2.304
H -0.728 -2.818 1.719
H 0.230 -1.647 2.334
H -1.652 -0.274 1.829
H -2.153 -1.641 0.964
H -1.821 0.480 -0.294
H -0.753 -0.809 -0.999
H 0.288 1.148 0.856
H -0.081 1.206 -1.835
H 0.774 2.450 -0.797
H 2.479 0.127 -1.251
*
```

(9)
ORCA calculation (ωB97M-V/def2-TZVPD) on a molecular structure, C4H10N2O.

The calculation puts the gap between HOMO and LUMO (spin up / spin down) at 7.70 / 6.94 eV. As for the LUMO energy (spin up / spin down): -1.2818 / -1.6655 eV. As for the HOMO energy (spin up / spin down): -8.978 / -8.604 eV.

ORCA input file:
```
! RIJCOSX wB97M-V def2-TZVPD def2/J DEFGRID3
* xyz 0 1
C 1.083 0.731 0.922
C -1.866 0.324 -0.172
C 1.199 -0.705 1.008
N -0.739 0.711 -0.971
C 0.238 1.442 -0.485
N 0.278 -1.669 -1.314
O 0.716 2.483 -0.858
H -0.711 -1.928 -1.281
H 0.317 -0.945 -2.029
H 2.027 1.258 0.833
H 0.474 1.173 1.714
H -2.527 1.186 -0.024
H -1.584 -0.041 0.825
H -2.427 -0.459 -0.681
H 2.203 -1.116 0.949
H 0.730 -1.230 -0.184
H 0.590 -1.215 1.749
*
```

(10)
ORCA calculation (ωB97M-V/def2-TZVPD) on C4H10N2O in the gas phase.

The SMILES is C[C@@H](N)CC(N)=O. The calculation puts the gap between HOMO and LUMO at 10.00 eV. As for the LUMO energy: 0.8707 eV. As for the HOMO energy: -9.130 eV.

ORCA input file:
```
! RIJCOSX wB97M-V def2-TZVPD def2/J DEFGRID3
* xyz 0 1
C -0.195 0.095 -1.775
C 0.816 -0.411 -0.684
N 2.223 -0.255 -1.033
C 0.576 0.372 0.591
C -0.870 0.294 0.994
N -1.114 -0.831 1.743
O -1.725 0.979 0.479
H -0.287 1.192 -1.553
H 0.173 0.037 -2.808
H -1.107 -0.540 -1.623
H 0.509 -1.505 -0.495
H 2.481 -1.078 -1.650
H 2.547 0.668 -1.448
H 0.802 1.444 0.320
H 1.346 -0.027 1.363
H -1.994 -0.985 2.315
H -0.390 -1.535 2.032
*
```

(11)
ORCA calculation (ωB97M-V/def2-TZVPD) on C4H10N2O in the gas phase.

The SMILES is CNCCNC=O. The calculation puts the gap between HOMO and LUMO at 10.28 eV. As for the LUMO energy: 0.8454 eV. As for the HOMO energy: -9.435 eV.

ORCA input file:
```
! RIJCOSX wB97M-V def2-TZVPD def2/J DEFGRID3
* xyz 0 1
C -1.414 -1.458 -1.435
N -1.179 -0.612 -0.262
C -0.516 0.629 -0.614
C 0.402 1.268 0.455
N 1.208 0.038 0.883
C 2.184 0.182 1.788
O 2.689 1.241 2.121
H -0.397 -1.721 -1.819
H -1.785 -2.437 -1.117
H -1.872 -0.921 -2.288
H -2.088 -0.329 0.085
H 0.031 0.675 -1.559
H -1.338 1.359 -0.895
H -0.089 1.576 1.371
H 1.179 1.927 0.077
H 0.518 -0.706 0.861
H 2.465 -0.711 2.350
*
```

(12)
ORCA calculation (ωB97M-V/def2-TZVPD) on C4H10N2O in the gas phase.

The SMILES is C[C@H](O)C=C(N)N. The calculation puts the gap between HOMO and LUMO at 8.23 eV. As for the LUMO energy: 0.8604 eV. As for the HOMO energy: -7.368 eV.

ORCA input file:
```
! RIJCOSX wB97M-V def2-TZVPD def2/J DEFGRID3
* xyz 0 1
C -1.642 -1.647 0.246
C -0.536 -0.842 -0.407
O 0.114 -1.641 -1.396
C 0.437 -0.238 0.511
C 0.836 1.038 0.178
N -0.024 2.103 -0.015
N 2.121 1.410 0.518
H -1.249 -2.594 0.636
H -2.108 -1.107 1.074
H -2.414 -1.914 -0.484
H -0.759 0.178 -1.000
H -0.513 -1.759 -2.127
H 0.993 -0.881 1.187
H -0.897 2.033 0.494
H 0.406 3.014 0.094
H 2.784 0.643 0.510
H 2.453 2.204 -0.019
*
```